{
  "formula": "H20O10",
  "method": "ωB97M-V with the def2-TZVPD basis set",
  "species": ["O", "H", "H", "O", "H", "H", "O", "H", "H", "O", "H", "H", "O", "H", "H", "O", "H", "H", "O", "H", "H", "O", "H", "H", "O", "H", "H", "O", "H", "H"],
  "positions_angstrom": [[1.13080, 1.58554, 0.90261], [0.19353, 1.49172, 1.07275], [1.31872, 2.50432, 1.09432], [-1.96650, 0.20113, 0.78124], [-1.97616, -0.52639, 1.40322], [-1.87766, -0.21666, -0.07537], [2.44121, 0.39638, -0.57059], [2.03658, -0.43209, -0.82778], [1.73718, 0.88522, -0.14443], [0.51066, -0.35207, -0.11754], [-0.26168, -0.89895, -0.26116], [0.17290, 0.43070, 0.31769], [-1.21951, 1.94610, -1.45004], [-0.40789, 1.61468, -1.83430], [-1.36248, 1.39607, -0.67980], [0.50155, 0.21003, 2.89710], [0.85089, 0.80557, 3.56008], [0.24381, 0.78111, 2.17345], [2.07769, -1.55386, -1.55626], [1.39294, -1.88832, -0.97707], [1.60892, -1.25981, -2.33729], [-1.44609, -0.86154, -1.11928], [-1.67354, -1.71041, -1.49863], [-1.21146, -0.31774, -1.87126], [-0.60885, 1.43303, 1.59840], [-1.21328, 1.98923, 2.08986], [-1.15474, 0.72045, 1.26605], [0.41641, -2.85823, -1.14893], [-0.38592, -2.78117, -0.63264], [0.13198, -2.73406, -2.05442]],
  "forces_ev_per_angstrom": [[9.86, 3.80, -2.37], [3.97, 3.28, -3.31], [0.33, 0.18, -0.23], [-6.86, -3.56, 0.09], [-0.56, -0.68, 0.51], [-0.73, -0.51, -0.73], [3.46, 2.51, -1.05], [1.66, 1.26, 0.11], [1.81, 0.63, -0.13], [-3.23, -1.98, 1.38], [1.23, 0.16, 0.69], [1.02, -1.17, -1.07], [-0.55, -0.21, -0.44], [0.77, 0.27, 0.04], [0.07, 0.64, 0.12], [1.52, -3.31, 3.58], [0.31, -0.16, 0.19], [1.72, -1.15, 2.38], [2.47, -1.90, -3.03], [0.72, -0.02, 0.06], [0.30, 0.26, -0.24], [-2.28, -2.39, -4.21], [-0.77, -0.27, -0.15], [0.21, 0.70, -0.39], [-12.88, 7.51, 7.32], [0.05, 0.45, 0.18], [-0.51, -0.53, -0.08], [-3.23, -2.85, 0.70], [-0.18, -0.68, 0.51], [0.29, -0.28, -0.43]],
  "e_above_lowest_ev": 18.1184,
  "e_homo_ev": -7.3,
  "energy_ha": -763.81608,
  "spin_multiplicity": 1,
  "e_lumo_ev": -1.18
}